## 1
{
  "formula": "C5H14N2O2",
  "method": "wB97M-V/def2-TZVPD",
  "elements": ["C", "C", "C", "C", "N", "O", "H", "H", "H", "H", "H", "H", "H", "H", "H", "H", "H", "C", "N", "O", "H", "H", "H"],
  "xyz": [[-1.257, -0.633, 0.510], [-1.573, -0.895, -0.925], [-1.980, 0.481, 1.192], [-0.563, -1.575, 1.246], [0.341, 1.786, -1.190], [0.577, 1.012, -0.054], [0.456, 2.765, -0.927], [-0.620, 1.654, -1.499], [-0.702, -1.574, 2.323], [-2.144, -0.103, -1.399], [-2.136, -1.828, -1.012], [-0.665, -1.010, -1.513], [-1.689, 0.588, 2.234], [-1.806, 1.437, 0.701], [-3.058, 0.289, 1.150], [0.831, -1.179, 1.129], [-0.453, -2.565, 0.815], [2.971, 0.461, -0.749], [1.774, -0.242, -0.311], [1.928, -0.713, 0.906], [2.674, 1.128, -1.558], [3.654, -0.296, -1.141], [3.440, 1.012, 0.070]],
  "lowdin_charge": [-0.3540, -0.0541, -0.0492, -0.0522, -0.0155, -0.2684, 0.0817, 0.0536, 0.0894, 0.0749, 0.0944, 0.0860, 0.0873, 0.0737, 0.0986, 0.1000, 0.0944, -0.0842, -0.1677, -0.1222, 0.0635, 0.0866, 0.0836],
  "e_lumo_ev": 0.61,
  "homo_lumo_gap_ev": 8.5,
  "total_charge": 0
}



## 2
{
  "formula": "C5H14N2O2",
  "method": "wB97M-V/def2-TZVPD",
  "elements": ["C", "C", "C", "N", "N", "H", "H", "H", "H", "H", "H", "H", "H", "O", "C", "O", "H", "H", "C", "H", "H", "H", "H"],
  "xyz": [[3.122, 0.881, 0.199], [1.956, -0.051, 0.373], [2.230, -1.493, 0.673], [0.739, 0.322, 0.265], [0.402, 1.605, -0.077], [4.067, 0.347, 0.281], [3.074, 1.369, -0.778], [3.114, 1.669, 0.959], [2.800, -1.588, 1.601], [1.305, -2.057, 0.769], [2.834, -1.937, -0.122], [1.029, 2.329, 0.256], [-0.573, 1.763, 0.171], [-2.397, 1.023, 0.519], [-2.488, -0.256, 0.680], [-1.462, -1.043, 0.798], [-3.415, -0.719, 1.032], [-0.591, -0.557, 0.536], [-3.165, -0.411, -1.601], [-2.947, 0.585, -0.763], [-2.195, -0.720, -1.983], [-3.640, 0.212, -2.365], [-3.802, -1.273, -1.423]],
  "lowdin_charge": [-0.0405, -0.3805, -0.0380, -0.0410, 0.0536, 0.0759, 0.0861, 0.0828, 0.0838, 0.0729, 0.0843, 0.0815, 0.0581, -0.1194, -0.4077, 0.0817, 0.1487, 0.0732, -0.1000, 0.0972, 0.0149, 0.0112, 0.0213],
  "e_lumo_ev": 0.78,
  "homo_lumo_gap_ev": 9.7,
  "total_charge": 0,
  "smiles": "CC(C)=NN.O=CO.C"
}



Name the most stable of them. 2.



## 1
{
  "formula": "C23H31N3O2",
  "method": "wB97M-V/def2-TZVPD",
  "elements": ["C", "C", "C", "N", "C", "C", "H", "H", "H", "H", "H", "C", "C", "C", "N", "C", "C", "H", "H", "H", "H", "H", "C", "C", "C", "N", "C", "C", "H", "H", "H", "H", "H", "C", "C", "C", "O", "C", "H", "H", "H", "H", "H", "H", "H", "H", "C", "C", "C", "O", "C", "H", "H", "H", "H", "H", "H", "H", "H"],
  "xyz": [[1.337, -3.980, -0.192], [0.927, -4.115, 1.119], [1.862, -4.539, 2.055], [3.118, -4.825, 1.756], [3.509, -4.639, 0.505], [2.663, -4.223, -0.508], [0.626, -3.696, -0.959], [-0.121, -4.068, 1.381], [1.544, -4.787, 3.064], [4.541, -4.878, 0.270], [3.032, -4.173, -1.523], [-5.826, 3.137, -0.433], [-6.089, 4.362, 0.165], [-5.351, 4.713, 1.286], [-4.287, 4.039, 1.706], [-4.023, 2.885, 1.104], [-4.779, 2.377, 0.053], [-6.415, 2.821, -1.286], [-6.926, 4.959, -0.170], [-5.560, 5.675, 1.746], [-3.081, 2.415, 1.358], [-4.397, 1.484, -0.426], [0.664, 1.947, -3.926], [1.308, 0.834, -4.448], [2.150, 0.105, -3.623], [2.347, 0.384, -2.345], [1.673, 1.416, -1.839], [0.886, 2.265, -2.593], [0.030, 2.584, -4.528], [1.087, 0.558, -5.470], [2.634, -0.770, -4.049], [1.796, 1.588, -0.773], [0.417, 3.143, -2.169], [1.968, 0.580, 2.602], [2.237, -0.469, 1.530], [3.669, -0.148, 1.067], [4.244, 0.686, 2.056], [3.384, 0.707, 3.197], [1.248, 0.201, 3.328], [1.675, 1.567, 2.247], [1.514, -0.518, 0.714], [2.245, -1.469, 1.975], [3.625, 0.391, 0.117], [4.183, -1.100, 0.905], [3.521, 1.671, 3.680], [3.602, -0.135, 3.859], [-1.391, -1.395, 0.306], [-0.877, -1.054, -1.075], [-1.682, 0.210, -1.367], [-1.711, 0.907, -0.117], [-1.626, -0.030, 0.961], [-0.847, -2.050, 0.985], [-2.335, -1.946, 0.180], [-1.006, -1.883, -1.772], [0.189, -0.809, -1.096], [-2.725, -0.005, -1.631], [-1.212, 0.842, -2.112], [-2.477, 0.019, 1.640], [-0.715, 0.232, 1.511]],
  "lowdin_charge": [-0.0800, -0.0890, -0.1616, 0.0591, -0.1590, -0.0663, 0.0988, 0.0949, 0.1052, 0.1046, 0.1023, -0.0832, -0.0789, -0.1631, 0.0565, -0.1465, -0.0648, 0.1031, 0.0982, 0.1014, 0.0897, 0.0890, -0.0817, -0.0697, -0.1574, 0.0681, -0.1606, -0.0786, 0.1079, 0.1012, 0.1040, 0.1032, 0.1122, -0.1667, -0.1733, -0.2006, -0.1302, -0.1959, 0.1082, 0.1119, 0.0831, 0.1008, 0.0929, 0.1139, 0.1179, 0.1200, -0.1723, -0.1661, -0.1826, -0.1640, -0.1828, 0.0832, 0.1178, 0.1118, 0.0840, 0.1181, 0.0940, 0.1163, 0.1017],
  "e_lumo_ev": 0.64,
  "homo_lumo_gap_ev": 10.0,
  "total_charge": 0,
  "smiles": "c1ccncc1.c1ccncc1.c1ccncc1.C1CCOC1.C1CCOC1"
}



## 2
{
  "formula": "C23H31N3O2",
  "method": "wB97M-V/def2-TZVPD",
  "elements": ["C", "C", "N", "C", "C", "C", "C", "C", "C", "C", "C", "O", "N", "C", "C", "C", "C", "C", "C", "C", "O", "N", "C", "C", "C", "C", "C", "C", "H", "H", "H", "H", "H", "H", "H", "H", "H", "H", "H", "H", "H", "H", "H", "H", "H", "H", "H", "H", "H", "H", "H", "H", "H", "H", "H", "H", "H", "H", "H"],
  "xyz": [[1.360, 0.161, 1.465], [2.542, 0.519, 0.570], [2.932, -0.584, -0.291], [4.274, -0.418, -0.825], [4.837, -1.710, -1.408], [1.936, -0.952, -1.282], [1.589, 0.113, -2.350], [0.210, 0.736, -2.138], [-0.105, 1.794, -3.193], [-1.557, 2.292, -3.133], [-1.849, 2.967, -1.805], [-1.676, 4.151, -1.614], [-2.298, 2.084, -0.865], [-2.616, 2.302, 0.464], [-2.851, 3.583, 0.966], [-3.227, 3.763, 2.280], [-3.388, 2.672, 3.121], [-3.124, 1.402, 2.647], [-2.712, 1.192, 1.332], [-2.362, -0.169, 0.843], [-2.495, -0.508, -0.328], [-1.836, -0.981, 1.797], [-1.303, -2.268, 1.670], [-1.334, -2.995, 0.484], [-0.766, -4.256, 0.438], [-0.172, -4.807, 1.560], [-0.145, -4.086, 2.742], [-0.705, -2.825, 2.799], [0.439, 0.096, 0.894], [1.540, -0.798, 1.945], [1.235, 0.926, 2.228], [2.310, 1.438, 0.004], [3.399, 0.743, 1.213], [4.911, -0.117, 0.012], [4.335, 0.381, -1.584], [4.658, -2.533, -0.722], [4.388, -1.946, -2.369], [5.909, -1.602, -1.555], [1.028, -1.235, -0.744], [2.301, -1.856, -1.771], [2.343, 0.902, -2.339], [1.619, -0.344, -3.341], [0.172, 1.193, -1.148], [-0.542, -0.056, -2.174], [0.565, 2.647, -3.066], [0.072, 1.376, -4.187], [-1.710, 3.028, -3.923], [-2.240, 1.455, -3.288], [-2.344, 1.098, -1.125], [-2.742, 4.425, 0.304], [-3.415, 4.760, 2.649], [-3.715, 2.810, 4.140], [-3.280, 0.558, 3.305], [-1.712, -0.575, 2.714], [-1.797, -2.574, -0.391], [-0.792, -4.811, -0.487], [0.268, -5.792, 1.515], [0.315, -4.506, 3.624], [-0.678, -2.262, 3.722]],
  "lowdin_charge": [-0.0771, -0.2529, -0.1930, -0.2663, -0.0905, -0.1833, -0.1701, -0.2211, -0.1862, -0.1039, -0.4641, 0.0749, 0.1403, -0.1451, 0.0055, -0.0651, -0.0854, -0.0417, -0.0690, -0.3907, 0.0464, 0.1362, -0.2288, -0.0175, -0.0760, -0.0946, -0.0861, -0.0372, 0.0383, 0.0781, 0.0772, 0.1160, 0.1124, 0.1110, 0.1116, 0.0778, 0.0614, 0.0689, 0.1021, 0.1045, 0.1046, 0.1120, 0.1018, 0.1146, 0.1229, 0.1146, 0.1205, 0.1202, 0.0992, 0.1040, 0.1075, 0.1018, 0.1125, 0.1279, 0.0989, 0.1049, 0.0998, 0.1036, 0.1120],
  "e_lumo_ev": 0.34,
  "homo_lumo_gap_ev": 8.5,
  "total_charge": 0,
  "smiles": "CCN(CC)CCCCCC(=O)Nc1ccccc1C(=O)Nc1ccccc1"
}



Name the most stable of them. 2.



## 1
{
  "formula": "C6H13N3OS",
  "method": "wB97M-V/def2-TZVPD",
  "elements": ["C", "C", "C", "C", "C", "C", "N", "N", "N", "O", "S", "H", "H", "H", "H", "H", "H", "H", "H", "H", "H", "H", "H", "H"],
  "xyz": [[1.402, 0.524, 1.396], [-0.861, -0.722, 2.582], [-1.899, 0.906, 0.810], [-0.841, 1.161, -2.796], [-0.829, -0.247, 1.108], [3.714, -1.814, -1.712], [4.802, -1.509, -1.707], [0.432, 0.207, 0.573], [0.594, 0.325, -0.731], [0.128, -1.280, -2.552], [-0.568, -0.312, -1.681], [2.369, 0.724, 1.016], [1.369, 0.201, 2.552], [-1.128, 0.164, 3.208], [-1.639, -1.444, 2.718], [0.104, -1.148, 3.045], [-1.839, 1.243, -0.262], [-1.684, 1.705, 1.385], [-2.878, 0.456, 1.013], [-1.256, 0.941, -3.766], [0.174, 1.572, -2.839], [-1.418, 1.854, -2.208], [-1.066, -1.161, 0.503], [2.818, -2.345, -1.657]],
  "lowdin_charge": [0.0804, -0.0651, -0.0167, -0.2059, -0.3805, -0.0899, 0.0485, -0.2867, -0.2035, -0.5337, 0.7779, 0.0703, 0.1227, 0.0900, 0.0661, 0.0951, 0.0455, 0.0377, 0.0953, 0.0447, 0.0452, 0.0146, 0.1170, 0.0309],
  "e_lumo_ev": [0.06, 0.06],
  "homo_lumo_gap_ev": [8.3, 8.3],
  "total_charge": 0
}



## 2
{
  "formula": "C6H13N3OS",
  "method": "wB97M-V/def2-TZVPD",
  "elements": ["C", "N", "N", "S", "C", "O", "C", "C", "C", "C", "N", "H", "H", "H", "H", "H", "H", "H", "H", "H", "H", "H", "H", "H"],
  "xyz": [[-3.361, 0.730, 0.505], [-2.667, 0.446, -0.741], [-1.771, -0.465, -0.838], [-0.310, -0.432, 0.278], [0.185, -2.172, 0.017], [-0.534, -0.289, 1.706], [1.427, 0.512, -0.071], [2.388, 0.232, 1.061], [1.858, 0.080, -1.458], [0.945, 1.851, -0.060], [0.494, 2.905, -0.071], [-3.403, -0.186, 1.090], [-2.829, 1.490, 1.086], [-4.368, 1.079, 0.283], [-2.588, 1.266, -1.347], [1.198, -2.306, 0.375], [-0.507, -2.764, 0.603], [0.080, -2.395, -1.035], [2.834, -0.755, 0.955], [3.189, 0.970, 1.081], [1.849, 0.281, 2.007], [2.620, 0.754, -1.854], [1.002, 0.093, -2.134], [2.271, -0.927, -1.434]],
  "lowdin_charge": [-0.0942, -0.2627, -0.1933, 0.8666, -0.1605, -0.4144, -0.5806, -0.0593, -0.0681, -0.2673, 0.1883, 0.0795, 0.0768, 0.0747, 0.1260, 0.0496, 0.0621, 0.0530, 0.0810, 0.0960, 0.0834, 0.0969, 0.0864, 0.0802],
  "e_lumo_ev": [0.54, 0.54],
  "homo_lumo_gap_ev": [8.4, 8.4],
  "total_charge": 0,
  "smiles": "CNN=[S@](C)(=O)C(C)(C)C#N"
}



Name the most stable of them. 2.



## 1
{
  "formula": "C10H18O2Si",
  "method": "wB97M-V/def2-TZVPD",
  "elements": ["C", "C", "C", "C", "C", "C", "C", "C", "C", "C", "O", "O", "Si", "H", "H", "H", "H", "H", "H", "H", "H", "H", "H", "H", "H", "H", "H", "H", "H", "H", "H"],
  "xyz": [[-1.059, -0.392, 0.834], [-2.170, 0.237, 1.143], [1.933, -0.795, 0.887], [0.058, -1.018, 0.531], [0.066, -2.444, 0.176], [-4.644, -0.209, -0.128], [2.107, -0.441, -1.873], [4.631, 0.916, -0.050], [1.726, 2.069, 0.088], [-4.121, 1.130, 0.315], [2.426, -1.713, 1.467], [-2.718, 1.252, 0.409], [2.680, 0.490, -0.212], [-2.732, 0.027, 2.029], [0.248, -3.043, 1.072], [-0.897, -2.769, -0.190], [0.787, -2.683, -0.577], [-4.794, -1.005, 0.676], [-5.510, -0.298, -0.798], [-3.786, -0.746, -0.542], [2.426, -1.478, -1.983], [1.041, -0.559, -1.824], [2.198, 0.285, -2.766], [4.693, 1.902, 0.342], [4.994, 0.001, 0.608], [5.107, 0.771, -0.978], [0.935, 2.252, -0.623], [1.257, 1.895, 0.975], [2.227, 3.055, 0.168], [-4.674, 1.370, 1.239], [-4.437, 1.943, -0.415]],
  "lowdin_charge": [0.0324, -0.1888, -0.3093, -0.1764, -0.1161, -0.1030, -0.1639, -0.1534, -0.1696, -0.2917, 0.0522, -0.0967, 0.6468, 0.1187, 0.0931, 0.0804, 0.0592, 0.0941, 0.0781, 0.0666, 0.0244, -0.0042, 0.0599, -0.0048, 0.0669, -0.0149, 0.0343, -0.0167, 0.0504, 0.1138, 0.1380],
  "e_lumo_ev": 0.60,
  "homo_lumo_gap_ev": 8.5,
  "total_charge": 0
}



## 2
{
  "formula": "C10H18O2Si",
  "method": "wB97M-V/def2-TZVPD",
  "elements": ["C", "C", "C", "C", "C", "C", "C", "C", "C", "C", "O", "O", "Si", "H", "H", "H", "H", "H", "H", "H", "H", "H", "H", "H", "H", "H", "H", "H", "H", "H", "H"],
  "xyz": [[-0.219, 0.491, 2.088], [-0.517, 2.738, 1.344], [-0.630, 2.079, 0.041], [-0.120, 0.248, 0.661], [-1.480, 0.784, 0.083], [-2.766, 0.859, 0.844], [-1.822, 0.219, -1.268], [2.188, -1.825, 1.571], [2.158, -0.191, -1.105], [-0.069, -2.676, -0.315], [0.008, -0.355, 2.890], [-0.491, 1.803, 2.451], [1.036, -1.131, 0.134], [0.312, 3.451, 1.510], [-1.354, 3.403, 1.670], [0.024, 2.224, -0.774], [-2.717, 1.233, 1.866], [-3.202, -0.129, 0.941], [-3.353, 1.524, 0.185], [-2.008, -0.779, -1.243], [-1.133, 0.445, -2.050], [-2.755, 0.546, -1.622], [1.644, -1.764, 2.549], [2.481, -2.856, 1.285], [2.987, -1.155, 1.507], [1.424, 0.246, -1.731], [2.838, 0.674, -0.671], [2.706, -0.795, -1.847], [-0.946, -2.401, -0.935], [0.662, -3.359, -0.902], [-0.385, -3.231, 0.550]],
  "lowdin_charge": [-0.5304, -0.1771, 0.0546, -0.0931, -0.4927, -0.0207, -0.0456, -0.1568, -0.1844, -0.1643, 0.1030, -0.0094, 0.6417, 0.1314, 0.1374, 0.1024, 0.0912, 0.0989, 0.1081, 0.0329, 0.0882, 0.0733, 0.0329, 0.0351, -0.0163, -0.0291, 0.0883, 0.0235, 0.0043, 0.0546, 0.0181],
  "e_lumo_ev": 0.42,
  "homo_lumo_gap_ev": 9.2,
  "total_charge": 0
}



Name the most stable of them. 2.